1.
{
  "formula": "C5H6O2",
  "method": "wB97M-V/def2-TZVPD",
  "species": ["C", "O", "C", "C", "O", "C", "C", "H", "H", "H", "H", "H", "H"],
  "positions_angstrom": [[0.6705, 1.0161, 1.2042], [0.3836, -1.2914, 1.2002], [0.0858, -1.4611, -0.0611], [-1.0796, -0.7460, -0.6846], [-1.4272, 0.3060, 0.2326], [-0.1464, 0.8796, 0.0246], [0.1858, -0.0552, -1.0646], [1.7084, 1.3272, 1.0378], [0.1718, 1.4691, 2.0660], [0.5535, -2.2723, -0.6422], [-1.8724, -1.1639, -1.2979], [-0.1040, 1.9960, -0.1113], [0.8701, -0.0040, -1.9037]],
  "atomic_forces_ev_per_a": [[0.2, -0.9, 0.4], [0.2, 0.8, -0.2], [0.7, 0.6, -0.4], [-0.5, 0.0, -0.1], [-0.3, 0.2, -0.2], [0.2, 0.8, 0.2], [0.6, -0.8, 0.4], [-0.2, -0.4, 0.2], [0.2, -0.6, 0.0], [-0.1, 0.2, 0.2], [0.0, 0.0, 0.1], [-0.6, 0.0, -0.9], [-0.4, -0.1, 0.1]],
  "e_homo_ev": [-8.1, -8.3],
  "gap_ev": [7.25, 8.13]
}

2.
{
  "formula": "C14H18ClN5O2",
  "method": "wB97M-V/def2-TZVPD",
  "species": ["C", "C", "C", "C", "N", "N", "N", "C", "N", "C", "O", "C", "O", "C", "C", "C", "C", "Cl", "C", "C", "C", "N", "H", "H", "H", "H", "H", "H", "H", "H", "H", "H", "H", "H", "H", "H", "H", "H", "H", "H"],
  "positions_angstrom": [[4.4371, -0.6738, 4.6388], [4.6584, -1.0864, 3.1883], [3.3754, -1.5318, 2.4889], [2.3727, -0.3870, 2.3224], [1.2337, -0.8293, 1.5778], [0.0986, -1.1604, 2.1242], [-0.6896, -1.5540, 1.1859], [0.0089, -1.4434, 0.0416], [-0.4209, -1.7915, -1.2114], [-1.7000, -1.9430, -1.6656], [-1.9168, -2.4212, -2.7542], [-2.7990, -1.4320, -0.7388], [-2.5473, -0.1366, -0.2471], [-2.5181, 0.9140, -1.1166], [-2.2432, 2.1560, -0.5439], [-2.1938, 3.2856, -1.3322], [-2.4176, 3.1824, -2.6958], [-2.3501, 4.6166, -3.6659], [-2.6919, 1.9571, -3.2933], [-2.9313, 1.8540, -4.7658], [-2.7385, 0.8270, -2.4857], [1.2401, -0.9919, 0.2693], [5.3915, -0.4751, 5.1200], [3.8337, 0.2275, 4.7057], [3.9366, -1.4674, 5.1886], [5.1029, -0.2566, 2.6351], [5.3654, -1.9177, 3.1609], [3.6212, -1.9178, 1.4972], [2.9059, -2.3352, 3.0606], [2.0004, -0.0465, 3.2890], [2.8348, 0.4418, 1.7808], [0.3149, -1.9646, -1.8861], [-2.8383, -2.0647, 0.1525], [-3.7545, -1.4846, -1.2751], [-2.0764, 2.2093, 0.5197], [-1.9826, 4.2482, -0.8937], [-3.8060, 2.4398, -5.0461], [-2.0800, 2.2540, -5.3149], [-3.0884, 0.8203, -5.0603], [-2.9480, -0.1208, -2.9549]],
  "atomic_forces_ev_per_a": [[0.1, 0.0, -0.2], [-0.2, -0.1, 0.1], [0.2, 0.2, 0.0], [0.7, -0.2, 0.4], [-0.8, -0.1, -0.5], [0.2, 0.3, 1.1], [-0.5, -0.5, -0.5], [0.9, 0.4, 1.0], [0.6, -0.1, -0.4], [-0.3, 0.1, 0.1], [-0.1, -0.1, -0.1], [-0.4, -0.1, 0.0], [0.0, 0.1, 0.0], [0.0, 0.3, -0.1], [0.0, -0.2, 0.0], [0.0, -0.1, 0.0], [0.0, -0.2, 0.1], [0.0, 0.2, -0.1], [0.1, 0.3, 0.1], [0.0, 0.0, 0.0], [0.0, -0.2, 0.2], [-0.2, -0.1, -0.7], [0.0, 0.1, 0.1], [-0.1, 0.1, 0.1], [-0.1, -0.1, 0.1], [0.1, 0.0, -0.1], [0.1, 0.1, -0.1], [-0.1, 0.0, 0.0], [0.0, 0.0, 0.0], [0.0, 0.1, -0.1], [-0.1, 0.0, 0.1], [-0.2, 0.0, 0.0], [-0.1, 0.1, -0.2], [0.2, 0.0, 0.0], [0.0, 0.0, 0.1], [0.0, 0.1, 0.0], [0.0, 0.0, -0.1], [0.0, 0.0, -0.1], [0.0, -0.1, 0.0], [0.0, -0.1, 0.0]],
  "smiles": "CCCCn1nnc(NC(=O)COc2ccc(Cl)c(C)c2)n1",
  "e_homo_ev": -8.4,
  "gap_ev": 9.17
}

Which largest force on an atom belongs to each record? In order, 1.1, 1.4 eV/Å.
Which energy above the lowest of the compared OMol25 structures with the same formula, charge and spin belongs to each record? In order, 143.3, 0.3 kcal per mole.
Which energy belongs to each record? In order, -344.37353, -1428.72635 Ha.